Entry 1:
The following is a DFT calculation (wB97M-V/def2-TZVPD) of 7 unconnected molecules or ions with the total composition C25H46BrNO6S.

```
! RIJCOSX wB97M-V def2-TZVPD def2/J DEFGRID3
* xyz 0 1
C -4.61 -1.16 -3.91
C -4.46 0.14 -3.17
C -5.60 0.86 -2.82
C -5.52 2.04 -2.11
C -4.29 2.54 -1.72
C -3.14 1.84 -2.08
C -3.22 0.65 -2.80
N -2.01 0.01 -3.15
C -1.08 -0.17 -2.10
C -0.49 -1.42 -1.90
C 0.41 -1.59 -0.86
C 0.72 -0.51 -0.06
Br 1.95 -0.75 1.37
C 0.17 0.74 -0.25
C -0.75 0.90 -1.29
S -1.54 2.44 -1.64
H -3.85 -1.88 -3.61
H -5.56 -1.63 -3.63
H -4.58 -1.04 -4.99
H -6.56 0.48 -3.13
H -6.42 2.57 -1.83
H -4.20 3.45 -1.16
H -2.17 -0.85 -3.63
H -0.76 -2.23 -2.56
H 0.85 -2.56 -0.69
H 0.43 1.56 0.42
C 2.62 0.61 -4.11
C 3.43 1.30 -3.03
O 2.65 2.26 -2.32
H 2.23 1.34 -4.81
H 3.23 -0.11 -4.66
H 1.77 0.08 -3.67
H 4.27 1.85 -3.46
H 3.83 0.56 -2.33
H 1.91 1.79 -1.93
C -2.76 -4.65 -0.72
C -3.50 -3.43 -0.19
O -2.64 -2.59 0.57
H -2.34 -5.22 0.11
H -3.42 -5.30 -1.29
H -1.94 -4.34 -1.36
H -4.32 -3.72 0.47
H -3.93 -2.86 -1.02
H -1.91 -2.36 -0.01
C 3.66 3.09 1.24
C 4.14 2.93 2.67
O 3.32 2.03 3.42
H 2.63 3.45 1.23
H 4.28 3.81 0.70
H 3.69 2.14 0.71
H 4.10 3.88 3.20
H 5.18 2.58 2.69
H 3.35 1.17 2.98
C 1.46 -6.79 -3.20
C 0.54 -6.11 -2.21
O -0.58 -5.50 -2.85
H 1.82 -6.07 -3.94
H 2.32 -7.23 -2.70
H 0.94 -7.58 -3.74
H 1.06 -5.31 -1.68
H 0.18 -6.83 -1.47
H -1.07 -6.18 -3.31
C -1.86 2.23 3.71
C -0.62 3.04 3.38
O -0.48 3.25 1.98
H -1.83 1.27 3.21
H -1.94 2.06 4.79
H -2.76 2.75 3.38
H 0.28 2.52 3.70
H -0.65 4.01 3.89
H -1.26 3.73 1.67
C 4.39 2.25 7.25
C 4.00 3.72 7.36
O 4.14 4.40 6.12
H 5.42 2.16 6.90
H 4.29 1.75 8.21
H 3.75 1.74 6.52
H 4.65 4.23 8.06
H 2.97 3.81 7.71
H 3.57 3.96 5.48
*
```

Values from the calculation:
Calculated total energy (a.u.): -4458.55205
Highest occupied orbital energy (eV): -7.974
HOMO-LUMO gap (eV): 8.4
Structure (SMILES): Cc1cccc2c1Nc1ccc(Br)cc1S2.CCO.CCO.CCO.CCO.CCO.CCO
LUMO level (eV): 0.4

Results of the Mulliken charge analysis, in e, for atoms 1 through 5:
1. C -1.727
2. C 1.042
3. C -0.636
4. C -0.697
5. C -0.722

***

Entry 2:
The following is a DFT calculation (wB97M-V/def2-TZVPD) of a molecular structure, C25H46Cl2CoN3O6Si in a non-equilibrium geometry.

```
! RIJCOSX wB97M-V def2-TZVPD def2/J DEFGRID3
* xyz -1 4
C 1.82 4.41 -2.41
C 1.59 3.91 -1.04
H 2.26 5.39 -2.37
H 0.88 4.46 -2.96
H 2.49 3.73 -2.95
C 1.79 4.62 0.08
C 1.91 6.14 0.09
H 1.88 4.16 1.08
H 1.00 6.57 -0.40
H 2.82 6.51 -0.44
H 2.01 6.54 1.12
Co 1.03 -2.53 -1.59
Cl -0.95 -1.16 -1.51
C 0.03 -2.06 2.44
O -1.06 -1.64 2.04
N 0.36 -2.34 3.73
C -0.51 -1.98 4.85
C 1.76 -2.68 4.01
H 0.89 -2.25 1.78
H -1.53 -1.83 4.49
H -0.20 -1.06 5.36
H -0.49 -2.79 5.60
H 2.28 -3.11 3.14
H 1.78 -3.44 4.82
H 2.35 -1.79 4.29
H -2.31 -4.72 1.28
H -3.10 -6.97 -0.47
C -2.32 -4.28 0.26
C -2.90 -6.16 -1.17
N -1.83 -5.29 -0.71
H -1.65 -3.41 0.26
C -0.59 -5.24 -1.20
O 0.19 -4.25 -0.91
H -2.75 -6.65 -2.13
H -0.18 -6.06 -1.83
H -3.35 -4.02 -0.05
H -3.80 -5.53 -1.25
H -2.49 3.94 -0.45
H -0.68 3.80 1.45
C -3.05 3.10 -0.02
C -1.62 3.60 1.98
N -2.46 2.66 1.23
H -3.02 2.26 -0.72
C -3.04 1.53 1.82
O -3.62 0.65 1.21
H -1.39 3.15 2.95
H -2.92 1.52 2.94
H -4.12 3.34 0.17
H -2.15 4.55 2.11
O -0.27 2.30 -1.55
C 0.97 2.46 -1.05
C 0.26 1.37 1.19
C 1.22 1.74 0.27
H -0.78 1.29 0.90
C 0.66 1.13 2.53
H 1.60 1.89 -1.78
C 2.57 1.77 0.61
H -0.13 0.95 3.26
C 2.00 1.13 2.88
C 2.95 1.39 1.90
H 3.24 2.18 -0.13
H 2.31 0.99 3.95
H 4.02 1.32 2.10
Si -1.44 0.02 -3.33
Cl 2.07 -1.61 -3.13
C -2.56 1.18 -2.64
C -1.90 -1.60 -4.29
C -0.50 0.98 -4.68
H -1.96 2.08 -2.40
H -3.05 0.82 -1.74
H -3.26 1.38 -3.44
H -0.81 2.03 -4.64
H -0.99 0.61 -5.58
H 0.58 0.90 -4.85
H -1.33 -2.53 -4.13
H -1.88 -1.36 -5.37
H -2.94 -1.77 -3.99
C 4.42 -3.28 -0.52
C 3.52 -2.41 0.36
O 4.06 -1.86 1.35
O 2.21 -2.29 0.10
H 4.67 -4.24 -0.03
H 5.38 -2.76 -0.60
H 4.04 -3.51 -1.53
*
```

Values from the calculation:
Calculated total energy (a.u.): -4188.61205
Highest occupied orbital energy (alpha / beta) (eV): -3.562 / -3.562
⟨S²⟩: 3.757
HOMO-LUMO gap (alpha / beta) (eV): 5.5 / 5.5
LUMO level (alpha / beta) (eV): 1.9 / 1.9

Results of the Mulliken charge analysis, in e, for atoms 1 through 5:
1. C -1.700
2. C 0.403
3. H 0.492
4. H 0.213
5. H 0.294

***

Entry 3:
The following is a DFT calculation (wB97M-V/def2-TZVPD) of a molecular structure, C25H46Cl2InN3O6Si in a non-equilibrium geometry.

```
! RIJCOSX wB97M-V def2-TZVPD def2/J DEFGRID3
* xyz 0 1
C -1.34 -0.61 -3.32
C -0.93 -1.94 -2.79
H -1.07 -0.51 -4.38
H -0.89 0.23 -2.77
H -2.44 -0.50 -3.24
C -0.46 -2.95 -3.54
C -0.31 -2.93 -5.02
H -0.17 -3.89 -3.05
H -0.55 -1.95 -5.47
H -0.96 -3.68 -5.48
H 0.72 -3.19 -5.31
In 0.18 0.28 0.51
Cl -0.13 2.22 -0.90
C -0.23 -2.45 2.35
O 0.53 -1.46 2.16
N 0.10 -3.49 3.12
C 1.43 -3.66 3.69
C -0.88 -4.49 3.50
H -1.25 -2.50 1.92
H 2.06 -2.80 3.45
H 1.89 -4.58 3.28
H 1.34 -3.78 4.77
H -1.85 -4.25 3.04
H -0.99 -4.52 4.59
H -0.57 -5.49 3.15
H 0.97 3.05 5.50
H -1.14 4.48 4.81
C 1.30 3.14 4.46
C -0.71 4.48 3.80
N 0.13 3.31 3.60
H 1.86 2.25 4.16
C -0.12 2.51 2.58
O 0.60 1.48 2.35
H -1.51 4.45 3.06
H -0.98 2.77 1.94
H 1.94 4.03 4.38
H -0.13 5.41 3.67
H 1.65 -0.26 -3.08
H 2.54 -2.71 -2.80
C 2.50 0.08 -2.47
C 3.38 -2.22 -2.29
N 2.96 -1.01 -1.62
H 2.20 0.94 -1.86
C 2.94 -0.94 -0.28
O 2.41 0.00 0.37
H 3.81 -2.91 -1.55
H 3.43 -1.78 0.25
H 3.31 0.37 -3.15
H 4.14 -1.98 -3.05
O 0.09 -1.39 -0.76
C -0.98 -2.08 -1.28
C 0.26 -4.11 -0.39
C -0.95 -3.50 -0.72
H 1.19 -3.55 -0.54
C 0.27 -5.40 0.14
H -1.94 -1.62 -0.99
C -2.15 -4.18 -0.51
H 1.23 -5.86 0.42
C -0.93 -6.11 0.28
C -2.15 -5.49 -0.04
H -3.08 -3.65 -0.76
H -0.92 -7.14 0.65
H -3.09 -6.03 0.08
Si -0.23 6.62 -2.66
Cl -0.50 5.79 -4.54
C 1.61 6.48 -2.32
C -1.31 5.60 -1.53
C -0.78 8.41 -2.72
H 1.93 5.43 -2.39
H 1.85 6.85 -1.32
H 2.18 7.06 -3.06
H -0.19 8.98 -3.45
H -0.67 8.88 -1.74
H -1.84 8.48 -3.02
H -1.01 4.54 -1.57
H -2.36 5.68 -1.84
H -1.23 5.94 -0.49
C -2.01 -0.11 3.77
O -2.64 -0.05 2.45
C -2.03 -0.01 1.27
O -2.68 -0.17 0.24
H -2.37 0.77 4.31
H -0.92 -0.10 3.71
H -2.36 -1.04 4.23
*
```

Values from the calculation:
Calculated total energy (a.u.): -2996.04401
Highest occupied orbital energy (eV): -7.083
HOMO-LUMO gap (eV): 7.3
LUMO level (eV): 0.3

Results of the Mulliken charge analysis, in e, for atoms 1 through 5:
1. C -1.331
2. C 0.167
3. H 0.421
4. H 0.002
5. H 0.294

***

Entry 4:
The following is a DFT calculation (wB97M-V/def2-TZVPD) of a molecular structure, C25H46Ge2N2SbTi in a non-equilibrium geometry.

```
! RIJCOSX wB97M-V def2-TZVPD def2/J DEFGRID3
* xyz 3 1
Ti 0.22 -0.19 0.01
C -2.39 -3.67 -0.18
C -3.65 -3.09 -0.33
C -3.78 -1.71 -0.30
C -2.65 -0.93 -0.14
N -1.43 -1.49 -0.05
C -1.30 -2.83 -0.05
C -2.67 0.54 0.00
C -3.82 1.30 -0.03
C -3.73 2.67 0.17
C -2.49 3.24 0.40
C -1.38 2.43 0.39
N -1.45 1.10 0.19
H -2.25 -4.74 -0.18
H -4.52 -3.72 -0.46
H -4.76 -1.26 -0.39
H -0.30 -3.23 0.04
H -4.78 0.84 -0.20
H -4.63 3.28 0.15
H -2.37 4.30 0.57
H -0.39 2.84 0.56
C -2.20 -0.27 3.37
Sb -0.16 -0.05 2.88
C 0.84 -1.43 4.12
C 0.36 1.83 3.69
H -2.30 -0.06 4.44
H -2.54 -1.28 3.17
H -2.81 0.45 2.82
H 0.37 -1.37 5.10
H 1.89 -1.16 4.20
H 0.75 -2.45 3.74
H 0.30 1.75 4.77
H -0.34 2.59 3.35
H 1.37 2.11 3.41
C 7.35 1.37 -2.34
C 5.83 1.44 -2.33
C 5.30 2.11 -1.07
C 3.78 2.33 -1.07
Ge 2.80 0.66 -1.10
C 2.62 -0.12 0.71
C 3.84 -0.56 1.54
C 4.38 -1.94 1.18
C 4.89 -2.09 -0.24
H 7.72 0.86 -3.22
H 7.72 0.83 -1.46
H 7.79 2.37 -2.33
H 5.42 0.43 -2.43
H 5.47 2.00 -3.20
H 5.78 3.09 -0.95
H 5.60 1.54 -0.18
H 3.47 2.91 -1.94
H 3.44 2.89 -0.19
H 3.13 -0.44 -2.11
H 1.96 -1.04 0.73
H 2.08 0.67 1.27
H 3.57 -0.55 2.60
H 4.62 0.20 1.42
H 3.59 -2.69 1.38
H 5.18 -2.18 1.89
H 4.09 -2.16 -0.98
H 5.49 -3.00 -0.34
H 5.54 -1.25 -0.53
C 1.46 0.59 -4.44
Ge 0.21 0.14 -3.04
C -1.63 0.53 -3.47
C 0.49 -1.74 -2.45
C 0.81 1.07 -1.34
H 1.11 0.09 -5.35
H 2.47 0.25 -4.22
H 1.47 1.66 -4.63
H -1.86 0.12 -4.45
H -1.78 1.61 -3.51
H -2.34 0.10 -2.76
H 1.24 -2.18 -3.12
H -0.40 -2.36 -2.48
H 0.98 -1.92 -1.46
H 0.63 2.14 -1.34
*
```

Values from the calculation:
Calculated total energy (a.u.): -6332.26702
Highest occupied orbital energy (eV): -17.871
HOMO-LUMO gap (eV): 7.4
LUMO level (eV): -10.4

Results of the Mulliken charge analysis, in e, for atoms 1 through 5:
1. Ti -1.844
2. C -1.020
3. C -0.757
4. C -1.038
5. C 0.815

***

Entry 5:
The following is a DFT calculation (wB97M-V/def2-TZVPD) of a molecular structure, C25H46O2P2W in a non-equilibrium geometry.

```
! RIJCOSX wB97M-V def2-TZVPD def2/J DEFGRID3
* xyz 2 3
W 0.05 -0.06 -0.04
C -1.68 1.56 0.52
C -0.68 1.73 1.54
C 0.34 2.31 -0.45
C -1.03 2.01 -0.73
C 0.61 2.00 0.96
C -3.14 1.46 0.78
H -3.39 0.76 1.58
H -3.73 1.17 -0.09
H -3.53 2.43 1.10
C -1.70 2.50 -1.97
H -2.78 2.48 -1.90
H -1.42 1.92 -2.85
H -1.39 3.51 -2.17
C 1.17 3.16 -1.33
H 0.73 4.15 -1.33
H 1.19 2.83 -2.36
H 2.20 3.26 -1.00
C 1.85 2.35 1.72
H 1.63 2.55 2.76
H 2.30 3.25 1.31
H 2.61 1.58 1.68
C -0.93 1.63 3.05
H -1.09 2.63 3.51
H -0.07 1.43 3.65
H -1.91 1.30 3.33
C -0.75 -2.08 -0.50
C -1.52 -1.49 0.59
C -1.32 -2.11 1.96
C 0.20 -2.10 2.45
C 1.07 -1.05 1.77
C 1.75 -1.31 0.54
C 1.67 -2.70 -0.06
C 0.22 -3.19 -0.23
H -1.75 -3.11 2.16
H 0.63 -3.11 2.43
H -2.07 -1.61 2.51
H -0.08 -3.84 0.61
H -1.15 -2.01 -1.49
H -2.48 -1.05 0.39
H 0.21 -3.85 -1.10
H 2.16 -2.70 -1.04
H 2.77 -0.85 0.54
H 2.24 -3.38 0.57
H 0.29 -1.88 3.49
H 1.52 -0.27 2.34
P -3.78 0.77 -4.61
C -5.16 1.78 -5.32
H -5.77 1.10 -5.90
H -4.74 2.56 -5.95
H -5.73 2.22 -4.51
C -3.15 0.14 -6.23
H -4.01 -0.20 -6.80
H -2.44 -0.68 -6.07
H -2.64 0.95 -6.75
C -4.83 -0.67 -4.11
H -5.45 -0.92 -4.96
H -5.46 -0.36 -3.27
H -4.21 -1.51 -3.81
P 4.25 2.22 -3.12
C 5.61 2.98 -2.11
H 6.52 2.93 -2.70
H 5.73 2.43 -1.18
H 5.37 4.01 -1.88
C 5.12 0.65 -3.58
H 6.08 0.92 -4.01
H 4.51 0.14 -4.32
H 5.24 0.01 -2.71
C 4.58 3.08 -4.73
H 5.59 2.81 -5.04
H 4.48 4.16 -4.61
H 3.86 2.73 -5.46
O -1.84 -1.66 4.77
C -1.21 -0.68 4.63
O -0.89 -0.26 3.19
H -0.78 0.26 5.20
*
```

Values from the calculation:
Calculated total energy (a.u.): -1879.51052
Highest occupied orbital energy (alpha / beta) (eV): -12.512 / -12.502
⟨S²⟩: 2.031
HOMO-LUMO gap (alpha / beta) (eV): 5.5 / 2.2
LUMO level (alpha / beta) (eV): -7.0 / -10.3

Results of the Mulliken charge analysis, in e, for atoms 1 through 5:
1. W 0.982
2. C 0.396
3. C 0.940
4. C 1.175
5. C 1.129

***

Entry 6:
The following is a DFT calculation (wB97M-V/def2-TZVPD) of a molecular structure, C25H47BClFIN3O10PS.

```
! RIJCOSX wB97M-V def2-TZVPD def2/J DEFGRID3
* xyz 1 1
C 3.55 2.99 0.58
C 2.49 2.39 -0.37
C 2.63 0.86 -0.45
C 2.89 0.16 0.90
N 1.68 0.11 -1.30
C 2.17 -0.23 -2.55
Cl 2.79 1.22 -3.53
I 3.96 -1.51 -2.39
C 1.21 -0.93 -3.54
N -0.12 -1.46 -3.02
S -1.32 -0.69 -4.15
C -0.18 -2.94 -3.24
C -0.29 -3.31 -4.71
O 0.56 -3.22 -5.52
F -1.47 -3.86 -4.97
C -0.46 -1.15 -1.50
O -1.83 -0.96 -1.48
C -2.76 -1.94 -0.97
C -4.17 -1.68 -1.51
C -4.47 -2.48 -2.79
C -4.54 -0.19 -1.66
C -5.58 0.33 -0.65
C -5.23 0.05 0.82
C -5.78 1.83 -0.85
B 0.15 -2.29 -0.52
O -0.46 -2.73 0.61
O 1.37 -2.77 -0.85
C 1.84 -4.01 -0.31
C 0.21 0.21 -1.10
C -0.39 1.41 -1.87
P -0.27 0.50 0.69
N -1.79 0.70 0.99
H 3.23 2.93 1.62
H 3.70 4.02 0.29
H 4.51 2.49 0.43
H 2.66 2.83 -1.35
H 1.52 2.73 -0.02
H 3.59 0.75 -0.96
H 2.50 -0.86 0.87
H 2.37 0.65 1.73
H 3.94 0.15 1.15
H 1.73 -1.76 -4.00
H 1.00 -0.24 -4.35
H -2.36 -1.49 -3.85
H 0.73 -3.40 -2.87
H -1.05 -3.33 -2.72
H -2.47 -2.96 -1.21
H -2.80 -1.87 0.12
H -4.83 -2.09 -0.74
H -5.53 -2.68 -2.87
H -3.94 -3.43 -2.82
H -4.20 -1.92 -3.69
H -4.97 -0.04 -2.65
H -3.67 0.46 -1.61
H -6.53 -0.17 -0.86
H -4.61 -0.84 0.97
H -4.74 0.91 1.29
H -6.15 -0.12 1.38
H -6.57 2.18 -0.19
H -6.09 2.08 -1.87
H -4.87 2.38 -0.57
H -1.11 -2.14 1.01
H 2.22 -3.87 0.70
H 2.66 -4.34 -0.94
H 1.06 -4.77 -0.32
H -1.48 1.37 -1.89
H -0.10 2.34 -1.40
H -0.05 1.42 -2.90
H 0.51 1.57 1.12
H 0.32 -0.56 1.40
H -2.40 0.63 0.19
C 1.33 -3.07 4.64
C 0.58 -2.14 3.70
O 1.42 -0.97 3.70
C 2.68 -1.35 4.04
O 3.63 -0.65 3.95
O 2.68 -2.63 4.47
H 1.24 -4.12 4.38
H 1.04 -2.93 5.68
H 0.54 -2.52 2.68
H -0.42 -1.88 4.04
C 5.05 6.10 3.97
C 4.12 6.20 5.17
O 2.84 5.96 4.57
C 3.02 5.27 3.43
O 2.15 4.78 2.78
O 4.33 5.21 3.11
H 6.03 5.68 4.21
H 5.18 7.05 3.46
H 4.31 5.42 5.91
H 4.13 7.17 5.65
*
```

Values from the calculation:
Calculated total energy (a.u.): -3519.37571
Highest occupied orbital energy (eV): -11.725
HOMO-LUMO gap (eV): 8.2
LUMO level (eV): -3.5

Results of the Mulliken charge analysis, in e, for atoms 1 through 5:
1. C -1.636
2. C -0.201
3. C -0.857
4. C -1.503
5. N 1.018